1.
Computed, not measured: the molecule C4H6N2O at a distorted geometry, with ωB97M-V/def2-TZVPD.

```
13
Properties=species:S:1:pos:R:3:lowdin_charge:R:1
H -0.59 1.72 -1.82 0.106
N -1.57 1.42 -1.38 0.026
C -1.69 0.62 -0.35 -0.214
N -0.49 -0.17 0.00 -0.090
C -0.20 -1.13 1.04 -0.111
C 1.08 -1.11 1.24 -0.085
C 1.82 -0.11 0.23 -0.153
O 0.76 0.37 -0.63 -0.139
H -2.52 0.54 0.42 0.133
H -0.97 -1.92 1.21 0.139
H 1.62 -2.01 1.67 0.115
H 2.51 -0.59 -0.53 0.122
H 2.31 0.87 0.78 0.151
```

SMILES string: [H]/N=C\N1C=CCO1
net charge: 0
gap between HOMO and LUMO: 9.04 eV



2.
Computed, not measured: a structure of composition C4H6N2O at a distorted geometry, with ωB97M-V/def2-TZVPD.

```
13
Properties=species:S:1:pos:R:3:lowdin_charge:R:1
C 0.44 -1.37 0.38 -0.280
C 0.12 0.01 0.44 -0.289
C -0.74 0.79 1.08 -0.059
C 0.02 2.03 -0.47 -0.237
H -0.42 -1.92 -1.21 -0.003
H 0.65 -0.90 -1.77 0.186
H -0.42 -2.00 0.88 0.162
H 1.39 -1.48 0.88 0.107
H -1.71 0.74 1.75 0.170
H 0.25 3.03 -0.91 0.152
N 0.53 -1.91 -0.99 -0.029
N 0.68 0.91 -0.59 0.110
O -0.79 2.06 0.53 0.010
```

net charge: 0
gap between HOMO and LUMO: 10.63 eV



3.
Computed, not measured: the molecule C4H6N2O at a distorted geometry, with ωB97M-V/def2-TZVPD.

```
13
Properties=species:S:1:pos:R:3:lowdin_charge:R:1
C -2.30 0.34 -0.05 -0.021
C -0.88 -0.15 -0.28 -0.453
N -0.82 -1.07 -1.18 0.285
O 1.09 -1.30 -1.03 0.018
C 1.37 -0.42 -0.13 -0.490
N 2.64 -0.21 0.36 0.146
C 0.28 0.29 0.37 -0.038
H -3.04 -0.16 -0.69 0.080
H -2.56 0.15 0.99 0.086
H -2.33 1.41 -0.27 0.086
H 2.79 0.67 0.85 0.103
H 3.45 -0.57 -0.12 0.102
H 0.31 1.03 1.15 0.098
```

net charge: 0
gap between HOMO and LUMO: 8.24 eV



4.
Computed, not measured: the molecule C4H6N2O at a distorted geometry, with ωB97M-V/def2-TZVPD.

```
13
Properties=species:S:1:pos:R:3:lowdin_charge:R:1
O -3.34 0.67 0.82 0.067
C -2.67 -0.19 0.33 -0.236
N -1.14 0.08 0.46 0.119
C -0.47 -0.67 -0.26 -0.280
N 0.89 -0.52 -0.41 -0.089
C 1.55 0.78 -0.75 -0.112
C 1.77 0.11 0.50 -0.208
H -2.95 -1.07 -0.21 0.100
H -0.91 -1.72 -0.61 0.156
H 0.85 1.67 -0.84 0.131
H 2.48 0.79 -1.41 0.125
H 1.28 0.37 1.57 0.154
H 2.67 -0.30 0.82 0.072
```

SMILES string: O=C/N=C/N1CC1
net charge: 0
gap between HOMO and LUMO: 9.99 eV



5.
Computed, not measured: the molecule C4H6N2O at a distorted geometry, with ωB97M-V/def2-TZVPD.

```
13
Properties=species:S:1:pos:R:3:lowdin_charge:R:1
O 1.72 2.10 0.53 0.051
C 0.73 1.42 0.54 -0.502
N -0.48 1.36 0.94 0.063
C -1.34 0.40 0.33 -0.200
C -0.47 -0.43 -0.64 -0.166
C 0.50 -1.33 0.00 -0.076
N 0.96 -0.01 -0.40 0.050
H -2.17 0.89 -0.21 0.109
H -1.82 -0.25 1.08 0.114
H -0.81 -0.57 -1.66 0.141
H 0.46 -1.50 1.07 0.130
H 0.90 -2.13 -0.62 0.118
H 1.81 0.04 -0.97 0.169
```

SMILES string: [O-]C1=NC[C@@H]2C[N@H+]12
net charge: 0
gap between HOMO and LUMO: 9.26 eV



6.
Computed, not measured: the molecule C4H6N2O at a distorted geometry, with ωB97M-V/def2-TZVPD.

```
13
Properties=species:S:1:pos:R:3:lowdin_charge:R:1
C -1.49 -0.58 0.46 -0.069
C -0.10 -0.56 -0.06 -0.240
N 0.71 -1.48 0.25 0.057
O 2.01 -1.44 -0.18 -0.082
C 2.57 -0.22 -0.52 -0.335
C 2.15 1.02 0.11 -0.103
N 3.22 0.56 0.58 0.198
H -1.76 -1.57 0.82 0.076
H -2.18 -0.25 -0.31 0.074
H -1.56 0.12 1.30 0.078
H 0.14 0.28 -0.72 0.107
H 3.05 -0.23 -1.49 0.133
H 1.46 1.82 0.21 0.106
```

SMILES string: C/C=N/O[C@H]1C=N1
net charge: 0
gap between HOMO and LUMO: 10.31 eV



7.
Computed, not measured: a structure of composition C4H6N2O2 at a distorted geometry, with ωB97M-V/def2-TZVPD.

```
14
Properties=species:S:1:pos:R:3:lowdin_charge:R:1
C -1.21 -0.21 -0.06 -0.485
C 1.87 -0.39 0.24 -0.057
C 0.73 0.76 0.56 -0.179
C -0.11 0.84 -0.57 -0.289
H -2.71 0.94 0.29 0.106
H -0.95 -2.22 -0.73 0.282
H 2.46 0.14 -0.67 0.167
H 2.41 -0.87 1.12 0.126
H 0.45 0.73 1.60 0.147
H 0.15 0.49 -1.51 0.135
N -2.39 -0.08 0.22 0.133
N -0.50 -1.38 0.17 0.066
O 0.95 -1.41 -0.34 -0.232
O 0.40 2.03 -0.15 0.080
```

net charge: 0
gap between HOMO and LUMO: 9.63 eV



8.
Computed, not measured: the molecule C4H6N2O2 at a distorted geometry, with ωB97M-V/def2-TZVPD.

```
14
Properties=species:S:1:pos:R:3:lowdin_charge:R:1
O -0.53 -2.43 -1.18 -0.056
N -0.21 -1.35 -1.64 -0.042
N 0.65 -0.65 -0.92 -0.151
C 0.75 -0.99 0.59 -0.073
C -0.18 -0.02 1.33 -0.021
C -0.74 1.05 0.73 -0.025
C -0.42 1.36 -0.69 -0.168
O 0.78 0.72 -1.14 -0.096
H 1.92 -0.95 0.93 0.160
H 0.51 -2.17 0.86 0.161
H -0.28 -0.10 2.17 -0.034
H -1.30 1.77 1.12 0.063
H 0.10 2.55 -0.71 0.209
H -1.05 1.20 -1.45 0.073
```

SMILES string: O=NN1CC=CCO1
net charge: 0
gap between HOMO and LUMO: 10.16 eV



9.
Computed, not measured: a cluster of 2 separate species, C4H6N2O2 in total at a distorted geometry, with ωB97M-V/def2-TZVPD.

```
14
Properties=species:S:1:pos:R:3:lowdin_charge:R:1
C -0.87 -1.09 -0.83 -0.097
C -0.56 -0.81 0.53 -0.340
C 0.79 0.53 1.78 -0.112
C 0.53 1.37 0.37 -0.068
H 0.63 -0.72 -3.24 0.313
H -1.75 -1.52 -1.09 0.109
H 1.60 0.55 2.51 0.083
H -0.17 0.33 2.63 0.172
H 1.50 1.91 0.01 0.114
H -0.44 1.84 -0.11 0.142
N -0.01 -0.72 -1.68 -0.005
N 0.65 -0.06 0.49 -0.127
O -0.71 -0.55 -3.02 -0.175
O -1.19 -1.06 1.66 -0.009
```

net charge: 0
gap between HOMO and LUMO: 8.76 eV



10.
Computed, not measured: a structure of composition C4H6N2O2 at a distorted geometry, with ωB97M-V/def2-TZVPD.

```
14
Properties=species:S:1:pos:R:3:lowdin_charge:R:1
C -1.71 0.53 0.37 -0.146
C -0.13 -0.62 -1.26 -0.078
C 1.29 -0.08 -0.65 -0.355
C 0.43 1.12 -0.11 -0.134
H -0.32 -1.54 2.27 0.268
H -2.88 0.79 0.32 0.159
H -0.51 -0.75 -2.31 0.116
H -0.46 -1.46 -0.57 0.112
H 1.00 2.01 -0.45 0.120
H 0.21 1.04 1.12 0.156
N -1.37 -0.16 1.41 -0.043
N -0.79 0.68 -0.84 -0.099
O 0.03 -0.63 1.54 -0.223
O 2.33 -0.55 -0.85 0.148
```

net charge: 0
gap between HOMO and LUMO: 9.57 eV



11.
Computed, not measured: a structure of composition C4H6N2O2 at a distorted geometry, with ωB97M-V/def2-TZVPD.

```
14
Properties=species:S:1:pos:R:3:lowdin_charge:R:1
C 0.79 0.70 -0.64 -0.443
C 0.42 -0.38 0.34 -0.214
C -0.48 -0.22 1.62 0.037
C -1.15 -1.29 1.10 -0.501
H 0.43 0.85 -2.78 0.092
H -0.55 -0.44 -1.93 0.242
H 1.18 2.60 -1.23 0.060
H 1.35 -0.69 0.51 0.105
H -0.88 0.70 1.55 0.106
H -0.01 -0.77 2.52 0.193
N 0.52 0.27 -1.93 0.049
N 1.04 1.98 -0.37 0.084
O -2.17 -1.90 1.38 0.142
O -0.49 -1.40 -0.13 0.049
```

net charge: 0
gap between HOMO and LUMO: 9.95 eV



12.
Computed, not measured: a structure of composition C4H6N2O2 at a distorted geometry, with ωB97M-V/def2-TZVPD.

```
14
Properties=species:S:1:pos:R:3:lowdin_charge:R:1
C 0.56 1.50 0.66 -0.277
C -0.19 -0.27 -0.56 -0.302
C -1.22 -1.37 -0.05 -0.067
C -0.46 0.29 0.70 -0.264
H 1.99 1.89 -0.78 0.198
H 1.69 -1.05 -0.60 0.143
H -0.85 0.12 -1.33 0.156
H -0.95 -2.23 0.74 0.161
H -1.89 -1.77 -0.81 0.103
H -0.23 -0.37 1.67 0.192
N 1.67 0.94 -0.21 -0.011
N 1.21 -0.19 -1.06 0.003
O 0.51 2.72 0.92 0.043
O -1.83 -0.21 0.69 -0.078
```

net charge: 0
gap between HOMO and LUMO: 10.50 eV